1.
C5H6O | ωB97M-V/def2-TZVPD

```
! RIJCOSX wB97M-V def2-TZVPD def2/J DEFGRID3
* xyz 0 1
C -1.253 1.550 -0.610
C -0.850 0.152 -0.590
C -0.364 -0.954 -0.495
C 0.688 -1.703 0.219
C 1.284 -0.414 0.781
O 0.982 0.033 1.860
H -2.071 1.754 0.085
H -1.540 1.842 -1.620
H -0.398 2.169 -0.299
H 1.359 -2.295 -0.411
H 0.295 -2.306 1.040
H 1.868 0.173 0.040
*
```

Computed properties:
lowest unoccupied orbital energy	1.0	eV
HOMO energy	-9.431	eV
structure (SMILES)	CC#CCC=O
relative energy (zero: lowest compared OMol25 entry of this formula, charge and spin)	2.361	eV

Want to see where the charge sits? The Mulliken charges in e are: C -1.0498; C 0.3137; C -0.1991; C -0.3634; C -0.0283; O -0.4924; H 0.2837; H 0.3069; H 0.2617; H 0.2911; H 0.2715; H 0.4043

2.
C5H6O | ωB97M-V/def2-TZVPD

```
! RIJCOSX wB97M-V def2-TZVPD def2/J DEFGRID3
* xyz 0 1
C -1.654 -0.438 0.414
C -0.340 0.225 -0.007
C 0.762 -0.501 -0.183
C 2.076 0.108 -0.171
C 3.237 0.443 -0.030
H -2.496 0.412 -0.881
H -1.601 -0.472 1.556
H -1.713 -1.517 0.143
H -0.315 1.333 0.040
H 0.735 -1.634 -0.451
H 4.330 0.711 -0.078
O -2.928 0.268 -0.058
*
```

Computed properties:
lowest unoccupied orbital energy	0.5	eV
HOMO energy	-9.336	eV
structure (SMILES)	C#C/C=C/CO
relative energy (zero: lowest compared OMol25 entry of this formula, charge and spin)	3.274	eV

Want to see where the charge sits? The Mulliken charges in e are: C -0.3536; C -0.0793; C -0.5635; C -0.5043; C 0.1905; H 0.3077; H 0.2561; H 0.2830; H 0.3246; H 0.2406; H 0.3729; O -0.4748

3.
C5H6O | ωB97M-V/def2-TZVPD

```
! RIJCOSX wB97M-V def2-TZVPD def2/J DEFGRID3
* xyz 0 1
C 0.411 0.102 1.136
C 0.003 -1.089 0.701
C -0.302 -1.225 -0.729
C -0.432 -0.112 -1.454
O -0.556 1.120 -0.891
C 0.140 1.342 0.336
H -0.536 1.914 0.980
H 0.892 0.252 2.098
H 0.001 -1.959 1.352
H -0.227 -2.195 -1.203
H -0.433 -0.071 -2.540
H 1.022 1.966 0.127
*
```

Computed properties:
lowest unoccupied orbital energy	1.0	eV
HOMO energy	-7.969	eV
structure (SMILES)	C1=CCOC=C1
relative energy (zero: lowest compared OMol25 entry of this formula, charge and spin)	1.315	eV

Want to see where the charge sits? The Mulliken charges in e are: C -0.3767; C -0.2388; C -0.3264; C -0.2596; O -0.3744; C -0.3523; H 0.2543; H 0.3400; H 0.3641; H 0.3378; H 0.3666; H 0.2655

4.
C5H6O | ωB97M-V/def2-TZVPD

```
! RIJCOSX wB97M-V def2-TZVPD def2/J DEFGRID3
* xyz 0 1
C -0.230 -1.381 -0.116
C -1.447 -0.826 -0.136
C -0.441 1.289 -0.109
C 0.989 -0.665 0.042
C 0.978 0.663 0.000
O -1.691 0.454 0.184
H -0.319 -2.521 -0.010
H -2.324 -1.294 -0.106
H -0.673 1.460 -1.173
H -0.538 2.199 0.391
H 1.854 -1.315 0.077
H 1.834 1.301 0.203
*
```

Computed properties:
lowest unoccupied orbital energy	1.0	eV
HOMO energy	-7.925	eV
structure (SMILES)	C1=CCOC=C1
relative energy (zero: lowest compared OMol25 entry of this formula, charge and spin)	2.023	eV

Want to see where the charge sits? The Mulliken charges in e are: C -0.2183; C -0.3341; C -0.5237; C -0.1711; C -0.4312; O -0.3943; H 0.2124; H 0.4551; H 0.3077; H 0.3934; H 0.3534; H 0.3507

5.
C5H6O | ωB97M-V/def2-TZVPD

```
! RIJCOSX wB97M-V def2-TZVPD def2/J DEFGRID3
* xyz 0 1
C -1.092 0.491 -0.243
C 0.152 0.913 0.525
C 1.310 0.302 -0.208
C 0.850 -0.903 -0.488
O -0.260 -0.472 1.446
C -0.556 -0.897 0.102
H -1.997 0.723 0.322
H -1.181 0.779 -1.293
H 0.264 1.918 0.993
H 2.322 0.712 -0.273
H 1.378 -1.778 -0.852
H -1.190 -1.789 -0.032
*
```

Computed properties:
lowest unoccupied orbital energy	1.1	eV
HOMO energy	-9.137	eV
relative energy (zero: lowest compared OMol25 entry of this formula, charge and spin)	2.957	eV

Want to see where the charge sits? The Mulliken charges in e are: C -0.5588; C -0.1321; C -0.4245; C -0.4632; O -0.4868; C -0.0786; H 0.2566; H 0.2913; H 0.4163; H 0.3627; H 0.3689; H 0.4481

6.
C5H6O | ωB97M-V/def2-TZVPD

```
! RIJCOSX wB97M-V def2-TZVPD def2/J DEFGRID3
* xyz 0 1
C -0.059 0.519 -2.804
C 0.154 0.762 -1.650
C -0.006 1.329 0.282
C -0.054 -1.258 0.783
C 0.141 0.175 1.225
O -0.235 2.503 0.393
H -0.083 0.213 -3.842
H 0.233 -1.950 1.582
H 0.346 -1.506 -0.197
H -1.100 -1.443 0.618
H -0.509 0.455 1.981
H 1.172 0.201 1.628
*
```

Computed properties:
lowest unoccupied orbital energy	0.5	eV
HOMO energy	-9.956	eV
relative energy (zero: lowest compared OMol25 entry of this formula, charge and spin)	3.754	eV

Want to see where the charge sits? The Mulliken charges in e are: C -0.0185; C -0.6986; C 0.5806; C -1.1339; C -0.2974; O -0.4126; H 0.3917; H 0.3345; H 0.3484; H 0.3305; H 0.3224; H 0.2529

7.
C5H6O | ωB97M-V/def2-TZVPD

```
! RIJCOSX wB97M-V def2-TZVPD def2/J DEFGRID3
* xyz 0 1
C -0.924 0.560 -0.095
C 0.478 1.147 0.185
C 1.538 0.165 0.337
C 0.842 -1.119 -0.006
O -0.061 -1.372 1.086
C -0.623 -0.920 -0.133
H -1.624 0.805 0.712
H -1.356 0.920 -1.035
H 0.551 2.080 0.733
H 1.076 1.363 -0.752
H 1.365 -1.996 -0.379
H -1.261 -1.633 -0.652
*
```

Computed properties:
lowest unoccupied orbital energy	0.4	eV
HOMO energy	-8.705	eV
relative energy (zero: lowest compared OMol25 entry of this formula, charge and spin)	4.323	eV

Want to see where the charge sits? The Mulliken charges in e are: C -0.6560; C -0.2652; C -0.7012; C -0.0877; O -0.3882; C -0.0695; H 0.2689; H 0.3053; H 0.4765; H 0.2262; H 0.4432; H 0.4478

8.
C5H6O | ωB97M-V/def2-TZVPD

```
! RIJCOSX wB97M-V def2-TZVPD def2/J DEFGRID3
* xyz 0 1
O -1.525 -0.565 -2.150
C -0.751 -0.122 -1.364
C 1.151 -0.250 -0.782
C 0.413 -0.547 0.477
C -0.257 0.857 1.138
C -0.948 -0.038 0.194
H 2.059 -0.869 -0.985
H 1.380 0.789 -0.984
H 0.570 -1.523 0.940
H 0.414 1.644 0.830
H -0.778 1.104 2.089
H -1.799 -0.551 0.641
*
```

Computed properties:
lowest unoccupied orbital energy	0.7	eV
HOMO energy	-8.752	eV
relative energy (zero: lowest compared OMol25 entry of this formula, charge and spin)	3.760	eV

Want to see where the charge sits? The Mulliken charges in e are: O -0.4258; C 0.2395; C -0.8886; C -0.0139; C -0.7674; C 0.0701; H 0.3244; H 0.2601; H 0.3485; H 0.2354; H 0.2777; H 0.3400

9.
C5H6O | ωB97M-V/def2-TZVPD

```
! RIJCOSX wB97M-V def2-TZVPD def2/J DEFGRID3
* xyz 0 1
C -0.706 -1.891 0.419
C 0.159 -0.712 0.625
O 1.112 -0.440 -0.221
C 1.313 0.909 -0.326
C 0.248 1.802 -0.459
C -0.587 2.669 -0.639
H -0.578 -2.290 -0.589
H -1.761 -1.618 0.556
H -0.476 -2.674 1.154
H 0.074 -0.046 1.476
H 2.350 1.200 -0.359
H -1.300 3.439 -0.834
*
```

Computed properties:
lowest unoccupied orbital energy (alpha / beta)	1.1 / -0.1	eV
HOMO energy (alpha / beta)	-7.554 / -6.956	eV
relative energy (zero: lowest compared OMol25 entry of this formula, charge and spin)	4.945	eV

Want to see where the charge sits? The Mulliken charges in e are: C -0.9443; C -0.1311; O -0.3164; C -0.7493; C -0.0596; C 0.1087; H 0.2856; H 0.2872; H 0.2616; H 0.5116; H 0.3555; H 0.3905

10.
C5H6O | ωB97M-V/def2-TZVPD

```
! RIJCOSX wB97M-V def2-TZVPD def2/J DEFGRID3
* xyz 0 1
C 1.021 -0.289 -1.979
C 0.277 -0.472 -1.004
C 0.819 1.908 0.538
C -1.740 -1.468 -0.186
C -0.945 -0.415 -0.308
O 0.125 2.496 1.345
H 1.894 -0.158 -2.624
H 1.600 1.181 0.672
H 0.817 2.072 -0.555
H -2.880 -1.366 0.178
H -1.563 -2.480 -0.161
H -1.228 0.596 -0.157
*
```

Computed properties:
lowest unoccupied orbital energy	0.3	eV
HOMO energy	-9.509	eV
structure (SMILES)	C#CC=C.C=O
relative energy (zero: lowest compared OMol25 entry of this formula, charge and spin)	4.220	eV

Want to see where the charge sits? The Mulliken charges in e are: C -0.2064; C -0.3233; C -0.1773; C -0.7756; C 0.1099; O -0.4455; H 0.3605; H 0.3225; H 0.2870; H 0.1884; H 0.3499; H 0.3099

11.
C5H6O | ωB97M-V/def2-TZVPD

```
! RIJCOSX wB97M-V def2-TZVPD def2/J DEFGRID3
* xyz 0 1
C -1.575 0.229 0.074
C -0.733 1.471 -0.089
C 0.471 1.519 -0.607
O 1.550 1.618 -1.057
C 1.968 -1.251 0.172
C 1.385 -2.277 0.406
H -2.525 0.340 -0.461
H -1.805 0.032 1.128
H -1.064 -0.653 -0.322
H -1.107 2.451 0.196
H 2.502 -0.351 -0.048
H 0.928 -3.219 0.617
*
```

Computed properties:
lowest unoccupied orbital energy	0.8	eV
HOMO energy	-8.885	eV
structure (SMILES)	CC=C=O.C#C
relative energy (zero: lowest compared OMol25 entry of this formula, charge and spin)	2.865	eV

Want to see where the charge sits? The Mulliken charges in e are: C -0.8910; C -0.3534; C 0.5423; O -0.4154; C -0.3748; C -0.4838; H 0.3024; H 0.2569; H 0.2293; H 0.3251; H 0.4996; H 0.3629

12.
C5H6O | ωB97M-V/def2-TZVPD

```
! RIJCOSX wB97M-V def2-TZVPD def2/J DEFGRID3
* xyz 0 1
C -1.847 0.094 -0.471
C -0.484 0.058 -0.514
C 0.277 1.227 -0.211
O 1.383 0.998 0.385
C 1.402 -0.494 0.587
C 0.505 -0.972 -0.482
H -2.410 1.019 -0.457
H 0.927 -0.541 1.590
H -2.378 -0.838 -0.319
H -0.004 2.274 -0.324
H 2.439 -0.816 0.688
H 0.190 -2.009 -0.472
*
```

Computed properties:
lowest unoccupied orbital energy (alpha / beta)	-0.3 / 0.0	eV
HOMO energy (alpha / beta)	-6.607 / -7.020	eV
relative energy (zero: lowest compared OMol25 entry of this formula, charge and spin)	3.848	eV

Want to see where the charge sits? The Mulliken charges in e are: C -1.0681; C 0.7311; C -0.1444; O -0.2973; C -0.2171; C -0.7239; H 0.2759; H 0.2336; H 0.2734; H 0.3656; H 0.2843; H 0.2868

13.
C5H6O | ωB97M-V/def2-TZVPD

```
! RIJCOSX wB97M-V def2-TZVPD def2/J DEFGRID3
* xyz 0 1
C 1.020 0.358 -1.391
C -0.217 0.562 -0.599
C -1.325 1.109 -0.269
C -0.742 -0.445 0.569
C 0.403 -0.952 1.365
O -0.591 -0.160 1.948
H 0.995 1.030 -2.254
H 1.926 0.580 -0.815
H 1.085 -0.670 -1.764
H -1.540 -1.151 0.351
H 1.379 -0.479 1.261
H 0.408 -2.008 1.640
*
```

Computed properties:
lowest unoccupied orbital energy	0.7	eV
HOMO energy	-10.052	eV
relative energy (zero: lowest compared OMol25 entry of this formula, charge and spin)	5.038	eV

Want to see where the charge sits? The Mulliken charges in e are: C -1.1079; C 0.6297; C -0.7716; C 0.0434; C -0.2850; O -0.3532; H 0.3032; H 0.3231; H 0.3265; H 0.4016; H 0.2454; H 0.2447

14.
C5H6O | ωB97M-V/def2-TZVPD

```
! RIJCOSX wB97M-V def2-TZVPD def2/J DEFGRID3
* xyz 0 1
C 0.054 -1.375 -0.653
C 0.953 -0.208 -0.294
O 2.073 -0.362 0.130
C 0.326 1.189 -0.388
C -0.642 1.148 0.710
C -1.322 0.809 1.645
H 0.561 -1.988 -1.402
H -0.922 -1.057 -1.029
H -0.102 -1.996 0.234
H -0.164 1.355 -1.356
H 1.101 1.945 -0.241
H -1.902 0.492 2.482
*
```

Computed properties:
lowest unoccupied orbital energy	0.9	eV
HOMO energy	-9.647	eV
structure (SMILES)	C#CCC(C)=O
relative energy (zero: lowest compared OMol25 entry of this formula, charge and spin)	1.706	eV

Want to see where the charge sits? The Mulliken charges in e are: C -0.9824; C 0.5783; O -0.5383; C -0.5002; C -0.4545; C 0.0474; H 0.3494; H 0.3023; H 0.2758; H 0.2696; H 0.2782; H 0.3745

15.
C5H6O | ωB97M-V/def2-TZVPD

```
! RIJCOSX wB97M-V def2-TZVPD def2/J DEFGRID3
* xyz 0 1
C 0.387 -0.494 -1.702
C 0.068 -0.002 -0.335
C -0.605 -0.642 0.892
O -1.641 0.222 1.382
C -0.279 0.565 1.626
C 0.339 1.121 0.340
H -0.479 -0.660 -2.353
H 0.912 -1.452 -1.621
H 1.052 0.223 -2.194
H -0.563 -1.654 1.264
H 0.051 0.693 2.653
H 0.761 2.080 0.048
*
```

Computed properties:
lowest unoccupied orbital energy	1.1	eV
HOMO energy	-8.988	eV
structure (SMILES)	CC1=C[C@H]2O[C@@H]12
relative energy (zero: lowest compared OMol25 entry of this formula, charge and spin)	3.090	eV

Want to see where the charge sits? The Mulliken charges in e are: C -1.0348; C 0.3944; C -0.2352; O -0.4123; C -0.0373; C -0.6801; H 0.2713; H 0.2761; H 0.2961; H 0.3695; H 0.3867; H 0.4056

16.
C5H6O | ωB97M-V/def2-TZVPD

```
! RIJCOSX wB97M-V def2-TZVPD def2/J DEFGRID3
* xyz 0 1
C -0.011 1.569 -1.844
C 0.531 0.443 -1.076
C 0.704 -0.510 -0.352
C 0.316 -1.428 0.716
C -0.223 -0.806 1.941
O -1.092 -1.343 0.967
H -0.449 1.228 -2.794
H -0.825 1.963 -1.216
H 0.693 2.389 -2.038
H 0.746 -2.434 0.783
H -0.163 0.285 2.030
H -0.226 -1.356 2.884
*
```

Computed properties:
lowest unoccupied orbital energy	1.0	eV
HOMO energy	-9.504	eV
structure (SMILES)	CC#C[C@H]1CO1
relative energy (zero: lowest compared OMol25 entry of this formula, charge and spin)	3.001	eV

Want to see where the charge sits? The Mulliken charges in e are: C -1.0000; C 0.4772; C -0.4974; C 0.0801; C -0.3443; O -0.3799; H 0.2691; H 0.2414; H 0.2968; H 0.3678; H 0.2353; H 0.2539

17.
C5H6O | ωB97M-V/def2-TZVPD

```
! RIJCOSX wB97M-V def2-TZVPD def2/J DEFGRID3
* xyz 0 1
C 0.019 1.358 0.396
C -0.788 0.194 0.893
C -1.212 -0.834 0.172
O -0.737 -1.119 -1.117
C 0.574 -1.122 -1.182
C 1.776 -1.114 -1.196
H 1.017 1.424 0.842
H 0.132 1.344 -0.690
H -0.528 2.268 0.667
H -1.120 0.221 1.927
H -1.972 -1.543 0.478
H 2.840 -1.078 -1.190
*
```

Computed properties:
lowest unoccupied orbital energy	1.0	eV
HOMO energy	-9.170	eV
structure (SMILES)	C#CO/C=C\C
relative energy (zero: lowest compared OMol25 entry of this formula, charge and spin)	3.121	eV

Want to see where the charge sits? The Mulliken charges in e are: C -1.0812; C -0.0509; C -0.2366; O -0.4380; C -0.1086; C -0.1522; H 0.2620; H 0.3438; H 0.3378; H 0.3114; H 0.4068; H 0.4057

18.
C5H6O | ωB97M-V/def2-TZVPD

```
! RIJCOSX wB97M-V def2-TZVPD def2/J DEFGRID3
* xyz 0 1
C -1.581 -1.533 -0.142
C -0.987 -0.502 -0.678
C -0.234 0.516 -0.992
C 0.489 1.202 0.153
C 1.473 0.217 0.773
O 2.278 -0.406 0.126
H -2.627 -1.536 0.148
H -0.030 0.794 -2.022
H 1.047 2.080 -0.188
H -0.223 1.536 0.914
H -0.999 -2.433 0.037
H 1.395 0.064 1.870
*
```

Computed properties:
lowest unoccupied orbital energy	0.9	eV
HOMO energy	-9.550	eV
structure (SMILES)	C=C=CCC=O
relative energy (zero: lowest compared OMol25 entry of this formula, charge and spin)	1.983	eV

Want to see where the charge sits? The Mulliken charges in e are: C -0.6921; C 0.1624; C -0.3316; C -0.4155; C 0.0253; O -0.4616; H 0.2508; H 0.3206; H 0.2804; H 0.2756; H 0.2660; H 0.3198

19.
C5H6O | ωB97M-V/def2-TZVPD

```
! RIJCOSX wB97M-V def2-TZVPD def2/J DEFGRID3
* xyz 0 1
O 1.155 -1.754 1.095
C 0.430 -1.043 0.395
C 1.136 -0.268 -0.659
C 0.195 0.857 -0.099
C -1.238 0.582 -0.421
C -0.682 -0.177 0.743
H 2.012 -0.875 0.015
H 0.992 -0.435 -1.738
H 0.505 1.785 0.364
H -1.500 0.059 -1.337
H -1.973 1.332 -0.120
H -1.032 -0.063 1.762
*
```

Computed properties:
lowest unoccupied orbital energy	1.0	eV
HOMO energy	-9.720	eV
relative energy (zero: lowest compared OMol25 entry of this formula, charge and spin)	3.490	eV

Want to see where the charge sits? The Mulliken charges in e are: O -0.6302; C 0.6421; C -0.6985; C -0.1887; C -0.4967; C -0.3436; H 0.3074; H 0.2352; H 0.3514; H 0.2184; H 0.2540; H 0.3494

20.
C5H6O | ωB97M-V/def2-TZVPD

```
! RIJCOSX wB97M-V def2-TZVPD def2/J DEFGRID3
* xyz 0 1
C 2.434 0.070 -0.772
C 1.450 0.059 0.021
C 0.176 0.169 0.076
C -0.940 -0.794 0.129
C -1.700 0.480 0.532
O -0.492 1.277 0.496
H 3.445 -0.026 -0.443
H 2.278 0.251 -1.858
H -1.226 -1.259 -0.816
H -0.846 -1.550 0.912
H -2.134 0.483 1.532
H -2.420 0.842 -0.203
*
```

Computed properties:
lowest unoccupied orbital energy	0.9	eV
HOMO energy	-8.465	eV
relative energy (zero: lowest compared OMol25 entry of this formula, charge and spin)	3.121	eV

Want to see where the charge sits? The Mulliken charges in e are: C -0.7201; C -0.2046; C 0.6069; C -0.4143; C -0.2947; O -0.3946; H 0.2701; H 0.2127; H 0.2239; H 0.2215; H 0.2651; H 0.2281